1.
Computed, not measured: a molecular structure, C3H10BBeCl6 at a distorted geometry, with ωB97M-V/def2-TZVPD.

Last column: natural (NBO) charge in e.
Cartesian coordinates (Å):
Be  0.211437  -3.460144  1.865407  1.600
B  -0.849579  -1.678048  0.688690  -0.939
H  -1.355182  -0.772039  0.253581  0.175
H  -1.550353  -2.453253  1.154278  0.009
H  -0.096019  -2.134006  -0.025502  0.032
H  -0.241065  -1.315524  1.584819  0.014
C  -0.677204  2.341221  0.654405  -0.399
Cl  -0.093434  2.598692  2.324568  -0.024
Cl  -2.080581  3.341325  0.287393  0.005
H  0.090943  2.504294  -0.096658  0.228
H  -1.001897  1.307590  0.557976  0.198
C  2.545218  0.110833  0.691974  -0.410
Cl  3.065080  -1.547563  0.993155  -0.009
Cl  3.617373  1.253135  1.507065  0.027
H  2.664603  0.338370  -0.363572  0.241
H  1.540176  0.290897  1.066582  0.234
C  -1.277952  -0.209782  -2.476047  -0.393
Cl  -1.415854  0.394153  -4.147710  -0.003
Cl  0.306260  0.416789  -1.879235  -0.050
H  -2.193841  -0.061970  -1.909352  0.235
H  -1.208135  -1.264976  -2.731809  0.228

Cartesian forces (eV/Å) of the 3 atoms listed first:
-1.7 4.2 -2.5
2.1 -2.8 1.5
-1.3 1.5 -0.6

Summary:
charge = +1
HOMO-LUMO gap = 3.49 eV
ΔE to the lowest compared entry with this formula, charge and spin = 15.7 kcal per mole
strongest force on any atom = 5.2 eV/A



2.
Computed, not measured: 2 unconnected molecules or ions with the total composition C3H10BN at a distorted geometry, with ωB97M-V/def2-TZVPD.

Last column: natural (NBO) charge in e.
Cartesian coordinates (Å):
B  -0.677801  -0.592525  0.001535  0.815
C  0.534966  0.548916  2.618860  -0.638
C  0.881223  0.886948  -1.452072  -0.605
C  0.366160  -0.549376  -1.187640  -0.828
N  -1.997121  -0.945506  -0.129598  -1.133
H  0.435212  1.633745  2.806129  0.182
H  1.377654  0.302432  1.959895  0.168
H  0.289330  -0.259558  3.265627  0.175
H  0.085653  1.574852  -1.768164  0.208
H  1.080588  1.481953  -0.495806  0.216
H  1.652900  0.784409  -2.137416  0.209
H  -0.099192  -0.959616  -2.113475  0.205
H  1.112409  -1.305009  -0.956220  0.235
H  -2.711204  -1.221863  0.574028  0.409
H  -2.330777  -1.379803  -0.985683  0.380

Cartesian forces (eV/Å) of the 3 atoms listed first:
0.4 0.4 0.2
1.0 0.4 -1.9
-1.8 0.5 2.7

Summary:
HOMO-LUMO gap (alpha / beta) = 8.48 / 7.51 eV
ΔE to the lowest compared entry with this formula, charge and spin = 97.1 kcal per mole
strongest force on any atom = 3.3 eV/A



3.
Computed, not measured: 2 unconnected molecules or ions with the total composition C3H10BN at a distorted geometry, with ωB97M-V/def2-TZVPD.

Last column: natural (NBO) charge in e.
Cartesian coordinates (Å):
B  0.463637  -0.471392  0.172098  0.886
C  2.003287  1.112731  -0.060416  -0.861
C  -1.928199  0.288465  -0.477878  -0.586
C  -0.933889  0.081247  0.671632  -0.787
N  0.765038  -1.786618  -0.044823  -1.089
H  2.948839  0.661464  0.190447  0.195
H  1.714248  1.899070  0.613617  0.198
H  1.955274  1.412097  -1.096094  0.199
H  -1.517283  0.974106  -1.213952  0.205
H  -2.145252  -0.656366  -0.973230  0.195
H  -2.864901  0.706949  -0.109574  0.206
H  -0.815816  1.037670  1.183420  0.228
H  -1.384477  -0.603145  1.398304  0.212
H  1.652071  -2.136876  -0.363912  0.406
H  0.087426  -2.519406  0.110354  0.394

Cartesian forces (eV/Å) of the 3 atoms listed first:
1.8 3.6 0.3
-2.6 -3.1 0.1
0.1 -0.1 0.1

Summary:
HOMO-LUMO gap = 9.14 eV
ΔE to the lowest compared entry with this formula, charge and spin = 27.3 kcal per mole
strongest force on any atom = 4.0 eV/A



4.
Computed, not measured: a molecular structure, C3H10Cl2N3O3RhS2, with ωB97M-V/def2-TZVPD.

Last column: natural (NBO) charge in e.
Cartesian coordinates (Å):
Rh  0.425946  -1.627541  0.012492  0.844
N  -1.586005  -1.076773  -0.133859  -0.561
N  -2.437467  -1.689936  0.809742  -0.419
C  -1.906680  -2.379700  1.826213  0.322
N  -2.690608  -2.867248  2.761944  -0.707
S  -0.214016  -2.658242  1.905901  0.181
H  -1.614193  -0.062775  0.002686  0.427
H  -1.943721  -1.281141  -1.067754  0.424
H  -3.419958  -1.448510  0.771433  0.434
H  -3.692603  -2.734383  2.766188  0.439
H  -2.299533  -3.405996  3.522229  0.451
C  3.161343  -0.486097  2.519613  -0.895
S  2.566357  -0.333494  0.868934  2.333
O  3.354943  0.556992  0.110923  -0.821
O  2.421759  -1.749077  0.295517  -0.891
O  1.066648  0.024853  0.924124  -0.868
H  3.567744  -1.489582  2.631687  0.287
H  2.333643  -0.318414  3.205068  0.279
H  3.938173  0.263260  2.653307  0.300
Cl  0.159568  -3.540186  -1.434108  0.132
C  1.363748  -2.786912  -2.585320  -0.356
Cl  1.318034  -1.012568  -2.401107  0.119
H  1.098047  -3.064898  -3.599667  0.277
H  2.348128  -3.124590  -2.282523  0.271

Cartesian forces (eV/Å) of the 3 atoms listed first:
0.2 0.3 -0.3
0.0 0.1 -0.2
0.0 0.0 0.0

Summary:
charge = +2
HOMO-LUMO gap = 8.33 eV
ΔE to the lowest compared entry with this formula, charge and spin = 0.0 kcal per mole
strongest force on any atom = 0.5 eV/A